This record from the Open Molecules 2025 dataset describes a molecular structure, C23H18N3O7RhTe at a distorted geometry. The level of theory is ωB97M-V/def2-TZVPD.

Computed properties:
HOMO level (spin up / spin down) = -15.01 / -14.97 eV
E_tot = -53227.285 eV
Net charge = +2
LUMO energy (spin up / spin down) = -7.95 / -9.84 eV
⟨S²⟩ = 6.0316
2S+1 = 5

Positions of all 53 atoms, in Å:
H 2.128 -4.763 -1.220
H 6.987 0.469 0.124
C 4.018 0.394 -1.466
C -3.057 -0.448 -0.168
O -0.965 -2.239 0.549
C 5.917 0.450 -0.022
C -3.800 -1.402 0.533
H -6.530 -1.482 -1.455
H -3.656 5.335 2.461
C 5.076 0.423 1.081
C -5.047 -1.772 0.069
Te -1.244 0.056 0.805
H 3.559 0.330 -4.665
H -5.624 -2.503 0.613
H -2.960 0.817 -1.922
C -2.296 2.256 2.765
H 5.437 0.416 2.099
Rh 0.993 0.153 -0.707
O 4.039 0.390 -3.817
O 0.190 2.802 -0.604
H -2.312 2.709 -0.623
H -3.248 4.853 0.064
O 3.043 0.241 3.115
C -3.542 0.102 -1.352
O 1.449 0.417 1.565
C 2.636 0.348 1.994
H -3.392 -1.845 1.434
H -3.027 3.672 4.190
C -2.867 3.470 3.140
H 6.031 0.425 -2.190
H -0.156 -4.675 -0.588
C 2.195 -2.666 -0.750
C -4.788 -0.286 -1.815
H 0.330 -4.535 1.094
C 5.398 0.430 -1.313
H -5.169 0.126 -2.737
C 0.112 -2.661 0.092
C 1.938 -4.103 -0.374
N 0.843 1.918 -0.995
C 3.290 0.275 -2.765
N 3.236 0.400 -0.388
O 3.193 -2.180 -1.211
C 3.709 0.402 0.825
H -2.022 1.534 3.521
C -2.102 2.023 1.422
C -3.000 4.129 0.828
H 2.642 -4.381 0.413
C -2.455 2.911 0.430
C 0.489 -4.120 0.097
C -3.210 4.393 2.170
C -5.547 -1.208 -1.099
N 1.064 -1.898 -0.436
O 2.078 0.099 -2.810

=====

This record from the Open Molecules 2025 dataset describes a molecular structure, C9H24IN6O3PV at a distorted geometry. The level of theory is ωB97M-V/def2-TZVPD.

Computed properties:
HOMO level (spin up / spin down) = -14.87 / -15.60 eV
E_tot = -67864.985 eV
Net charge = +2
LUMO energy (spin up / spin down) = -6.74 / -7.74 eV
⟨S²⟩ = 3.7722
2S+1 = 4

Positions of all 45 atoms, in Å:
H 0.364 -3.729 -1.932
C -1.026 -1.551 2.560
H -0.069 4.487 -2.405
H -4.524 -0.775 -0.615
H 2.083 -3.047 -0.369
C 3.632 -1.806 1.780
H 0.434 -1.967 -2.011
O -1.432 -0.145 -0.772
H 4.701 -1.612 1.701
H 3.277 -0.693 -0.057
C -2.583 -0.497 -1.170
C 1.054 -2.802 -0.104
N -3.595 -0.511 -0.323
P 1.088 -1.182 0.785
N 0.565 2.292 0.703
C -2.818 -0.878 -2.585
H -0.869 -2.783 -1.108
I -3.369 0.913 -3.682
N -0.221 2.461 -1.993
H 3.362 -1.745 2.833
N 0.019 3.485 0.694
H 2.933 0.213 1.413
V -0.136 0.696 -0.058
N -0.102 5.559 -0.178
H 0.608 2.122 -2.471
H -0.259 6.225 -0.916
H -0.052 5.895 0.770
H 0.702 -3.566 0.591
C 0.503 -1.530 2.485
H -1.011 2.390 -2.629
C -0.008 4.256 -0.393
C 0.190 -2.815 -1.367
H -1.451 -2.272 1.857
H 3.459 -2.825 1.434
H -3.464 -0.203 0.629
C 2.862 -0.771 0.950
H -1.358 -1.827 3.559
O 0.226 1.488 1.647
H -1.918 -1.259 -3.053
N -0.024 3.806 -1.661
O 1.471 1.867 -0.099
H 0.906 -0.751 3.134
H -1.421 -0.555 2.341
H 0.918 -2.491 2.790
H -3.649 -1.565 -2.705

=====

This record from the Open Molecules 2025 dataset describes a single C3H5NO molecule. The level of theory is ωB97M-V/def2-TZVPD.

Computed properties:
HOMO level = -9.62 eV
E_tot = -6728.970 eV
Structure (SMILES) = C1=NCCO1
LUMO energy = 1.02 eV

Positions of all 10 atoms, in Å:
C 0.205 0.060 0.958
C -1.157 -0.624 -0.600
N -0.972 -0.762 0.644
H 0.984 1.516 -0.545
O -0.288 0.114 -1.335
H -0.123 0.933 1.536
C 0.775 0.451 -0.422
H -1.994 -1.052 -1.145
H 0.906 -0.499 1.587
H 1.665 -0.137 -0.680

=====

This record from the Open Molecules 2025 dataset describes a molecular structure, C2H3O2Zn at a distorted geometry. The level of theory is ωB97M-V/def2-TZVPD.

Computed properties:
HOMO level (spin up / spin down) = -15.32 / -15.32 eV
E_tot = -54624.789 eV
Net charge = +1
LUMO energy (spin up / spin down) = -7.71 / -7.71 eV

Positions of all 8 atoms, in Å:
C -0.235 0.585 0.791
O 1.732 -0.628 -0.795
H -1.211 0.909 1.162
C 0.632 -0.609 -1.260
H 0.388 1.449 0.528
H 0.283 -0.005 1.558
O -0.472 -0.205 -0.373
Zn -1.116 -1.496 -1.610

=====

This record from the Open Molecules 2025 dataset describes a molecular structure, C21H37N5O2RuSi2 at a distorted geometry. The level of theory is ωB97M-V/def2-TZVPD.

Computed properties:
HOMO level (spin up / spin down) = -13.73 / -14.41 eV
E_tot = -52242.431 eV
Net charge = +2
LUMO energy (spin up / spin down) = -7.22 / -8.89 eV
⟨S²⟩ = 6.0687
2S+1 = 5

Positions of all 68 atoms, in Å:
H -0.803 -1.456 0.955
C -2.661 3.157 2.606
C -2.886 0.598 -0.104
H -3.043 -2.967 -1.045
C 3.780 1.178 2.212
C -1.284 3.210 2.785
H -4.416 3.502 -2.394
H -4.403 1.102 -3.795
C 1.690 -1.893 -1.784
C -4.336 2.929 -1.466
C 2.807 1.323 1.228
H -4.569 -3.050 -0.180
C -3.870 -2.365 -0.663
N 1.757 0.538 1.523
H 2.264 1.703 -0.812
C 2.789 2.192 0.017
H 3.802 2.414 -0.310
H 3.220 -3.331 -1.538
C -4.618 -0.882 1.923
C -3.164 2.292 1.662
H 2.285 3.139 0.220
H 4.729 1.683 2.271
O -1.655 -0.771 -2.074
C 0.396 -1.755 -2.356
H 4.769 0.253 4.629
Si -3.136 1.517 -1.746
N 1.862 -1.191 -0.622
H -4.011 3.616 -0.684
H -1.860 -1.346 -2.833
H -2.951 0.115 -3.809
C 2.793 -2.713 -2.329
C -2.304 1.473 0.918
H -4.391 -1.915 -1.508
H 0.060 -3.571 -3.425
Si -3.316 -1.096 0.595
C -1.744 -1.672 1.500
C -0.492 2.374 2.039
H 3.187 -0.307 5.182
H 2.473 -3.336 -3.156
H -5.336 2.567 -1.218
C 0.030 -2.495 -3.605
C -1.437 2.270 -2.127
H 4.198 -1.353 4.182
H -3.323 3.788 3.185
N -0.966 1.493 1.129
H -4.225 2.223 1.469
N 2.079 -0.118 2.657
H -4.846 -1.854 2.367
N -0.394 -0.952 -1.673
H -0.614 1.640 -1.771
O 2.954 -1.333 -0.058
H 0.574 2.408 2.172
H -4.361 -0.378 -2.857
H -5.548 -0.484 1.512
H -4.285 -0.221 2.724
H -1.677 -1.175 2.470
H -0.948 -2.252 -4.014
H -1.751 -2.750 1.674
H 1.435 -0.769 3.079
C 3.890 -0.320 4.348
C -3.761 0.476 -3.173
C 3.288 0.245 3.113
Ru 0.396 0.013 0.066
H -1.290 2.417 -3.198
H 3.597 -2.050 -2.665
H -1.337 3.242 -1.641
H 0.760 -2.268 -4.382
H -0.831 3.887 3.494

=====

This record from the Open Molecules 2025 dataset describes 3 unconnected molecules or ions with the total composition C3H10N4 at a distorted geometry. The level of theory is ωB97M-V/def2-TZVPD.

Computed properties:
HOMO level (spin up / spin down) = -7.16 / -7.61 eV
E_tot = -9228.627 eV
LUMO energy (spin up / spin down) = 0.55 / 0.58 eV

Positions of all 17 atoms, in Å:
H -2.431 1.118 -0.959
H 2.130 -0.488 1.103
H -1.068 -1.949 0.292
H 2.170 0.659 -1.208
N 1.253 0.710 -1.726
H 1.463 1.130 1.359
H -1.251 1.178 -2.299
H -0.773 1.444 0.700
N 0.410 -0.014 -1.272
C -1.645 0.587 -1.479
H 1.249 -0.135 2.589
N -0.276 -1.708 0.873
C -0.016 -0.346 0.881
H -1.966 -0.405 -1.767
C 1.283 0.068 1.516
N -1.040 0.465 0.710
H 0.510 -2.312 0.687

=====

This record from the Open Molecules 2025 dataset describes a molecular structure, CH3Br2PS at a distorted geometry. The level of theory is ωB97M-V/def2-TZVPD.

Computed properties:
HOMO level (spin up / spin down) = -9.36 / -8.08 eV
E_tot = -161291.381 eV
LUMO energy (spin up / spin down) = -0.32 / -2.33 eV

Positions of all 8 atoms, in Å:
S -0.495 0.032 1.910
P -1.527 -0.565 0.214
H 1.967 0.829 0.459
H -0.391 -0.598 -0.685
C 2.772 0.082 0.319
Br 4.369 0.930 0.087
Br 2.661 -1.712 -0.001
H -2.245 0.563 -0.203

=====

This record from the Open Molecules 2025 dataset describes a single C3H6N2O molecule. The level of theory is ωB97M-V/def2-TZVPD.

Computed properties:
HOMO level = -8.31 eV
E_tot = -8231.698 eV
LUMO energy = 0.48 eV

Positions of all 12 atoms, in Å:
H -1.078 0.564 1.519
O 0.906 -1.182 -0.215
C 0.532 -0.503 0.827
C -1.594 -0.059 -0.357
H 2.351 0.040 -0.978
N -2.743 0.477 -0.301
H -1.173 -0.632 -1.185
H 1.851 1.147 0.316
H -3.252 0.299 -1.165
N -0.718 0.058 0.720
H 2.836 -0.314 0.738
C 2.083 0.104 0.081